No. 1
# C24H52N2O2OsP2S

A molecular structure, C24H52N2O2OsP2S at a distorted geometry (wB97M-V/def2-TZVPD, the Open Molecules 2025 dataset).

Charge: +4
Strongest force on any atom (hartree/bohr): 0.17639
<S²>: 6.0326
2S+1: 5
Electronic energy (eV): -64640.6346
HOMO-LUMO gap (spin up / spin down) (eV): 7.37 / 4.50

CARTESIAN COORDINATES (ANGSTROEM)
Os -0.1207 0.3943 -0.5084
C 0.4905 1.4095 0.9294
O 0.9074 2.0153 1.8540
C -1.9645 0.5276 -0.7483
O -3.1323 0.5920 -0.8511
P 0.2323 2.3471 -1.7089
C 0.0419 2.1667 -3.5717
H 0.0461 3.1884 -3.9809
C -1.1985 3.5231 -1.3272
H -2.0774 2.8730 -1.4757
C 1.8800 3.2507 -1.5856
H 2.5479 2.4876 -2.0142
C 1.6004 -3.1351 0.9688
P 0.0355 -2.5511 0.2322
H -0.4118 -3.7784 -1.7533
H 2.3276 -2.9521 0.1654
C -1.4921 -3.5110 0.7478
H -1.1771 -4.5559 0.6158
C -1.2304 3.9890 0.1271
H -2.2185 4.4323 0.3310
H -0.4625 4.7488 0.3279
H -1.0954 3.1657 0.8352
C -1.3714 4.7241 -2.2559
H -0.5733 5.4592 -2.1264
H -2.3146 5.2221 -1.9903
H -1.4329 4.4554 -3.3138
C 1.9575 4.5227 -2.4279
H 1.6614 4.4072 -3.4717
H 3.0000 4.8677 -2.4235
H 1.3648 5.3277 -1.9814
C 2.4505 3.6281 -0.2135
H 3.3562 4.2338 -0.3853
H 2.7273 2.7690 0.4039
H 1.7502 4.2564 0.3494
C 1.2409 1.4084 -4.1325
H 2.1791 1.9557 -3.9991
H 1.1086 1.2261 -5.2056
H 1.3491 0.4306 -3.6469
C -1.2797 1.5045 -3.9619
H -1.3666 0.5035 -3.5194
H -1.3285 1.3812 -5.0529
H -2.1530 2.0895 -3.6530
C 1.5046 -4.6432 1.2335
H 1.2654 -5.2168 0.3280
H 0.7506 -4.8680 2.0017
H 2.4746 -5.0016 1.6054
C 2.1415 -2.3861 2.1892
H 1.4642 -2.4432 3.0505
C -0.4082 -1.7272 -2.4397
H 2.3715 -1.3401 1.9532
H 3.0902 -2.8593 2.4858
C 1.6248 -3.2187 -2.0855
H -0.0122 -0.7148 -2.0856
H -0.0975 -1.8274 -3.4874
H -1.5041 -1.7374 -2.4085
C 0.2003 -2.8703 -1.6171
H 1.5908 -3.4779 -3.1524
H 2.0444 -4.0869 -1.5619
H 2.3004 -2.3611 -1.9714
C -2.6295 -3.1812 -0.2171
H -2.7753 -2.0963 -0.2999
H -3.5655 -3.6021 0.1732
H -2.4594 -3.5920 -1.2168
C -2.0258 -3.3736 2.1902
H -2.6611 -2.4876 2.3437
H -1.2535 -3.4028 2.9615
H -2.6609 -4.2522 2.3844
H 0.5887 -1.8762 -5.6128
H 0.5742 -1.1799 -5.8931
S -0.5718 -0.9086 1.4926
C -0.4322 -0.1923 3.4723
N -1.6055 -0.1194 4.0748
C -1.7892 -0.3951 5.5210
C -0.5323 -0.0082 6.2642
C 0.7036 -0.5374 5.5915
N 0.6940 -0.1507 4.1671
H -2.4098 -0.2200 3.4651
H -1.9781 -1.4719 5.6507
H -2.6656 0.1560 5.8756
H -0.5833 -0.3824 7.2871
H -0.4868 1.0744 6.3602
H 0.7083 -1.6327 5.6286
H 1.6092 -0.1603 6.0615
H 1.5522 -0.2275 3.6343


No. 2
# C29H60F15Mg2O27S5

A molecular structure, C29H60F15Mg2O27S5 at a distorted geometry (wB97M-V/def2-TZVPD, the Open Molecules 2025 dataset).

Strongest force on any atom (hartree/bohr): 0.10139
<S²>: 0.7620
2S+1: 2
Electronic energy (eV): -192150.3439
HOMO-LUMO gap (spin up / spin down) (eV): 8.54 / 2.26

CARTESIAN COORDINATES (ANGSTROEM)
Mg 20.1275 -4.7416 9.0940
Mg 21.4473 -6.4593 4.9327
C 16.5931 -1.8806 9.3579
F 17.2751 -1.0371 8.5462
F 15.8705 -1.2148 10.2364
F 15.8211 -2.7373 8.6832
S 17.8867 -2.8045 10.3655
O 18.6743 -1.8907 11.1526
O 17.0788 -3.7050 11.2469
O 18.6718 -3.6774 9.5183
C 17.6807 -7.0473 2.6069
F 17.2092 -7.7580 3.6293
F 16.9949 -7.4413 1.5390
F 17.3711 -5.7679 2.7787
S 19.5409 -7.4668 2.3708
O 19.9228 -7.0650 1.0006
O 20.2771 -6.7299 3.4411
O 19.6279 -8.9100 2.5328
C 18.7322 -2.8199 5.2418
F 17.7999 -3.7531 5.5727
F 18.7991 -2.7154 3.9312
F 18.6263 -1.5916 5.7473
S 20.4293 -3.4967 5.9341
O 20.8102 -4.6571 5.1537
O 21.3823 -2.3910 5.7519
O 20.1946 -3.9002 7.3293
C 24.4448 -5.5534 8.2921
F 24.8286 -4.7406 7.3250
F 25.4526 -6.4668 8.3460
F 24.2419 -4.9025 9.4695
S 22.7275 -6.4160 7.8694
O 22.6376 -7.8228 8.3246
O 21.7281 -5.6167 8.5844
O 22.4028 -6.1900 6.4478
C 18.4569 -8.7603 7.5705
F 19.4629 -9.1892 8.3654
F 18.4821 -9.6048 6.5490
F 17.3022 -8.7543 8.2796
S 18.8072 -6.9625 6.9642
O 17.5616 -6.4986 6.4097
O 19.2243 -6.1774 8.1493
O 19.9867 -6.9806 6.0599
C 21.8593 -9.5185 5.2435
O 22.3056 -8.2716 4.7635
C 23.1544 -8.4147 3.6084
C 23.9516 -7.1070 3.6604
O 23.0431 -6.0762 3.9364
C 23.5598 -4.8657 3.4078
H 22.6709 -10.0543 5.7359
H 21.3875 -10.1938 4.5297
H 21.0799 -9.3829 5.9933
H 22.5073 -8.4358 2.7315
H 23.8168 -9.2801 3.5872
H 24.6470 -6.9828 2.8302
H 24.6536 -7.2125 4.4876
H 23.0278 -3.9662 3.7176
H 23.8373 -4.8918 2.3540
H 24.5071 -4.6586 3.9056
C 25.0912 -1.3955 8.8595
O 23.8800 -1.6355 9.3978
C 22.8547 -1.9484 8.4452
C 21.5214 -2.0283 9.2789
O 21.3115 -3.3689 9.8302
C 22.0483 -3.5000 11.0975
H 25.4486 -2.2659 8.3093
H 25.7205 -0.9830 9.6481
H 24.9150 -0.7073 8.0327
H 23.0710 -2.8092 7.8126
H 22.7321 -1.0780 7.8006
H 20.6915 -1.7335 8.6366
H 21.5025 -1.2913 10.0817
H 23.0064 -2.9853 11.0252
H 22.0607 -4.5214 11.4781
H 21.5379 -2.8398 11.7987
C 30.2420 0.4177 7.7250
O 29.5154 -0.4492 6.8762
C 28.0822 -0.4350 7.2202
C 27.1935 -1.2623 6.2265
O 25.8815 -0.8198 5.9504
C 25.0942 -1.7708 5.2084
H 29.9037 0.4433 8.7609
H 30.3600 1.4352 7.3526
H 31.2712 0.0594 7.7018
H 27.8826 0.6289 7.0918
H 27.9505 -0.6667 8.2771
H 27.0801 -2.1887 6.7895
H 27.8429 -1.5054 5.3855
H 25.1826 -2.7632 5.6504
H 25.3778 -1.7104 4.1577
H 24.0765 -1.3863 5.2765
C 19.1106 0.6997 3.3794
O 19.2559 0.8894 1.9464
C 18.1921 0.1528 1.2240
C 18.2024 0.3528 -0.3101
O 17.9015 -0.8630 -0.8874
C 17.3905 -0.7044 -2.2477
H 19.1512 -0.3652 3.6081
H 18.1803 1.1138 3.7683
H 19.8777 1.2545 3.9196
H 17.2268 0.3097 1.7053
H 18.4065 -0.9023 1.3943
H 19.1184 0.7987 -0.6978
H 17.4622 1.1442 -0.4276
H 17.1590 -1.7046 -2.6138
H 18.1523 -0.1546 -2.8004
H 16.4692 -0.1225 -2.2714
C 23.0692 -1.0203 2.5121
O 23.8924 -2.1689 2.0967
C 24.2739 -2.1907 0.7334
C 25.4210 -1.1969 0.4960
O 24.7988 0.0018 0.3851
C 25.7394 0.9090 -0.0962
H 22.6819 -1.0942 3.5283
H 22.3080 -0.8034 1.7627
H 23.6703 -0.1128 2.4556
H 23.4668 -2.0028 0.0254
H 24.6930 -3.1556 0.4483
H 26.0657 -1.5387 -0.3137
H 26.0377 -1.1172 1.3912
H 26.2573 0.6383 -1.0163
H 26.5896 1.0554 0.5701
H 25.2456 1.8750 -0.2008
C 11.8432 -0.4520 7.3583
O 11.2473 -1.4259 6.4315
C 11.5013 -1.2336 5.0592
C 12.9047 -1.5353 4.7160
O 13.3077 -2.9226 5.1364
C 14.7615 -3.1296 5.1165
H 11.7756 0.6070 7.1091
H 12.9263 -0.5612 7.3030
H 11.5276 -0.5316 8.3986
H 11.2702 -0.1792 4.9079
H 10.9342 -1.8873 4.3964
H 13.6226 -0.7693 5.0094
H 12.9467 -1.6111 3.6295
H 14.9540 -3.3056 4.0582
H 15.0990 -3.9532 5.7457
H 15.2878 -2.2686 5.5286